No. 1
{"formula": "CH2N2O3S2", "method": "ωB97M-V with the def2-TZVPD basis set", "charge": -2, "homo_energy_ev": -1.001, "gap_ev": 6.441, "e_lumo_ev": 5.44, "species": ["C", "N", "N", "O", "O", "O", "S", "S", "H", "H"], "positions_angstrom": [[-8.64, 0.59, -0.58], [-9.01, -0.42, -0.11], [0.38, 0.18, -0.12], [-8.52, 1.46, -1.37], [0.88, -1.45, 2.43], [-0.01, -2.05, -0.95], [-8.81, -1.63, 0.94], [-0.41, -1.17, 0.16], [0.56, 0.63, 0.76], [-0.01, -1.87, 2.43]]}



No. 2
{"formula": "CH2N2O", "method": "ωB97M-V with the def2-TZVPD basis set", "charge": 0, "homo_energy_ev": [-8.235, -8.233], "gap_ev": [8.445, 8.510], "e_lumo_ev": [0.21, 0.28], "species": ["C", "N", "N", "O", "H", "H"], "positions_angstrom": [[0.55, -0.81, 0.05], [-0.84, 1.31, -0.30], [0.14, 1.19, -0.95], [-0.23, -0.89, 0.90], [1.52, -1.33, 0.01], [-1.14, 0.52, 0.30]]}



No. 3
{"formula": "C6H3NOS2", "method": "ωB97M-V with the def2-TZVPD basis set", "charge": 0, "homo_energy_ev": -8.815, "gap_ev": 8.485, "e_lumo_ev": -0.33, "species": ["C", "C", "C", "C", "C", "C", "H", "H", "H", "N", "O", "S", "S"], "positions_angstrom": [[1.98, 0.86, 0.00], [0.49, -1.09, 0.00], [-1.76, -0.99, 0.01], [-1.75, 0.42, 0.00], [-0.53, 1.07, 0.00], [0.62, 0.29, 0.00], [-2.71, -1.50, -0.02], [-2.70, 0.97, -0.01], [-0.45, 2.16, 0.02], [-0.67, -1.74, 0.01], [2.27, 2.03, 0.00], [3.23, -0.42, 0.00], [1.97, -2.06, 0.00]]}



No. 4
{"formula": "C7H9Cl19", "method": "ωB97M-V with the def2-TZVPD basis set", "charge": 0, "homo_energy_ev": -11.027, "gap_ev": 11.056, "e_lumo_ev": 0.03, "species": ["C", "Cl", "Cl", "Cl", "H", "C", "Cl", "Cl", "Cl", "H", "C", "Cl", "Cl", "Cl", "H", "C", "Cl", "Cl", "Cl", "H", "C", "Cl", "Cl", "Cl", "H", "C", "Cl", "Cl", "H", "H", "C", "Cl", "Cl", "H", "H"], "positions_angstrom": [[4.92, 2.92, -3.07], [4.26, 1.66, -4.10], [4.69, 2.52, -1.29], [4.25, 4.50, -3.26], [5.99, 2.95, -3.25], [-1.34, 3.45, -6.81], [-1.41, 4.58, -5.39], [-0.79, 4.25, -8.23], [-3.01, 2.89, -7.18], [-0.79, 2.55, -6.57], [-3.51, -5.71, -2.04], [-1.91, -6.10, -1.35], [-4.85, -6.37, -1.03], [-3.67, -6.41, -3.69], [-3.53, -4.62, -2.10], [3.19, -2.76, 2.14], [2.89, -4.09, 3.23], [3.48, -3.27, 0.43], [4.68, -1.95, 2.77], [2.33, -2.11, 2.29], [2.76, 2.14, 6.74], [2.03, 0.51, 7.06], [2.35, 2.72, 5.06], [4.54, 2.17, 6.93], [2.25, 2.86, 7.38], [-4.93, -1.91, 3.34], [-5.68, -2.09, 1.73], [-3.21, -2.47, 3.48], [-4.84, -0.85, 3.61], [-5.44, -2.51, 4.10], [-1.01, 2.18, -0.22], [-2.05, 2.58, 1.22], [-1.72, 1.00, -1.40], [-0.75, 3.11, -0.73], [-0.15, 1.66, 0.20]]}



No. 5
{"formula": "C34H42IN5O3S2Ti", "method": "ωB97M-V with the def2-TZVPD basis set", "charge": 2, "homo_energy_ev": -12.754, "gap_ev": 6.552, "e_lumo_ev": -6.20, "species": ["Ti", "C", "C", "C", "C", "C", "N", "C", "C", "C", "N", "C", "C", "C", "C", "C", "C", "C", "C", "N", "C", "C", "C", "N", "C", "C", "C", "C", "O", "C", "O", "H", "H", "H", "H", "H", "H", "H", "H", "H", "H", "H", "H", "H", "H", "H", "H", "H", "H", "H", "H", "H", "H", "H", "H", "H", "H", "H", "H", "S", "C", "C", "C", "C", "C", "N", "H", "H", "H", "H", "O", "S", "C", "C", "C", "C", "H", "H", "H", "H", "H", "H", "H", "H", "I", "C", "H", "H"], "positions_angstrom": [[0.64, -1.23, -0.03], [-6.11, 0.31, 2.56], [-4.76, 0.28, 1.93], [-4.22, 1.37, 1.32], [-2.91, 1.39, 0.78], [-2.46, 2.67, 0.41], [-1.27, 3.01, 0.02], [-0.84, 4.38, -0.05], [0.08, 4.77, 1.14], [0.06, 3.78, 2.32], [0.91, 2.63, 2.08], [2.21, 2.71, 2.14], [3.12, 1.68, 1.82], [4.50, 1.97, 1.89], [5.48, 1.03, 1.63], [6.93, 1.35, 1.73], [5.05, -0.26, 1.32], [3.70, -0.61, 1.22], [3.34, -1.99, 1.08], [2.15, -2.45, 0.95], [2.03, -3.90, 1.10], [0.60, -4.40, 1.03], [-0.30, -3.70, 2.05], [-0.71, -2.38, 1.61], [-1.96, -2.15, 1.73], [-2.67, -0.93, 1.47], [-3.97, -0.87, 1.98], [-2.08, 0.20, 0.81], [-0.90, 0.17, 0.29], [2.68, 0.37, 1.43], [1.43, 0.08, 1.28], [-6.52, 1.32, 2.55], [-6.05, -0.03, 3.59], [-6.81, -0.35, 2.04], [-4.79, 2.29, 1.27], [-3.17, 3.48, 0.54], [-0.58, 2.29, -0.18], [-1.72, 5.02, -0.04], [-0.31, 4.55, -0.98], [-0.23, 5.74, 1.51], [1.11, 4.87, 0.79], [-0.95, 3.44, 2.54], [0.44, 4.31, 3.20], [0.51, 1.73, 1.80], [2.63, 3.66, 2.46], [4.79, 2.98, 2.13], [7.09, 2.35, 2.12], [7.42, 1.27, 0.76], [7.42, 0.63, 2.39], [5.79, -1.03, 1.15], [4.18, -2.69, 1.21], [2.45, -4.16, 2.08], [2.64, -4.41, 0.34], [0.62, -5.47, 1.26], [0.18, -4.29, 0.03], [0.24, -3.60, 3.00], [-1.18, -4.33, 2.23], [-2.61, -2.95, 2.12], [-4.36, -1.75, 2.48], [-1.13, -2.36, -1.39], [0.27, -2.97, -2.17], [0.28, -3.73, -3.34], [1.49, -4.13, -3.86], [2.67, -3.79, -3.18], [2.58, -3.06, -2.02], [1.40, -2.65, -1.51], [-0.65, -3.96, -3.83], [1.55, -4.70, -4.77], [3.63, -4.07, -3.57], [3.48, -2.78, -1.48], [-0.49, -0.27, -3.56], [-1.44, 0.45, -2.69], [-2.02, 1.93, -3.65], [-3.50, 2.00, -3.36], [-4.01, 0.59, -3.64], [-3.11, -0.35, -2.87], [-1.81, 1.74, -4.70], [-1.45, 2.80, -3.32], [-4.00, 2.74, -3.98], [-3.66, 2.26, -2.31], [-3.94, 0.40, -4.71], [-5.06, 0.47, -3.35], [-2.95, -1.31, -3.35], [-3.45, -0.52, -1.84], [1.64, 1.99, -1.43], [1.67, -0.15, -1.51], [2.74, -0.39, -1.51], [1.29, -0.34, -2.52]]}



No. 6
{"formula": "C42H93Cl6N11O14", "method": "ωB97M-V with the def2-TZVPD basis set", "charge": 0, "homo_energy_ev": -8.441, "gap_ev": 8.514, "e_lumo_ev": 0.07, "species": ["C", "C", "O", "C", "O", "O", "H", "H", "H", "H", "C", "C", "O", "N", "C", "H", "H", "H", "H", "H", "H", "H", "C", "C", "O", "N", "C", "H", "H", "H", "H", "H", "H", "H", "C", "C", "O", "N", "C", "H", "H", "H", "H", "H", "H", "H", "C", "C", "O", "N", "C", "H", "H", "H", "H", "H", "H", "H", "C", "C", "O", "N", "C", "H", "H", "H", "H", "H", "H", "H", "C", "C", "O", "N", "C", "H", "H", "H", "H", "H", "H", "H", "C", "C", "O", "N", "C", "H", "H", "H", "H", "H", "H", "H", "C", "C", "O", "N", "C", "H", "H", "H", "H", "H", "H", "H", "C", "C", "O", "N", "C", "H", "H", "H", "H", "H", "H", "H", "C", "C", "O", "N", "C", "H", "H", "H", "H", "H", "H", "H", "C", "C", "O", "N", "C", "H", "H", "H", "H", "H", "H", "H", "Cl", "C", "C", "Cl", "H", "H", "H", "H", "Cl", "C", "C", "Cl", "H", "H", "H", "H", "Cl", "C", "C", "Cl", "H", "H", "H", "H"], "positions_angstrom": [[-2.71, 0.27, -5.60], [-1.92, 0.85, -4.48], [-0.77, 0.03, -4.32], [-0.96, -1.06, -5.01], [-0.19, -1.92, -5.02], [-2.11, -1.00, -5.74], [-2.68, 0.94, -6.46], [-3.74, 0.34, -5.27], [-2.47, 0.68, -3.56], [-1.71, 1.90, -4.68], [5.73, 1.27, 0.12], [5.11, 2.56, -0.45], [5.42, 3.65, 0.01], [4.20, 2.39, -1.41], [3.39, 3.48, -1.94], [5.05, 0.44, -0.05], [6.03, 1.48, 1.15], [6.70, 1.03, -0.31], [3.92, 1.45, -1.64], [2.92, 3.20, -2.88], [4.12, 4.27, -2.14], [2.52, 3.78, -1.35], [3.23, 2.92, -9.12], [2.61, 2.20, -7.94], [3.20, 1.26, -7.41], [1.51, 2.74, -7.35], [0.98, 2.24, -6.08], [4.29, 2.68, -9.19], [3.12, 4.00, -9.16], [2.64, 2.52, -9.94], [1.01, 3.49, -7.80], [0.62, 2.99, -5.38], [1.65, 1.55, -5.56], [0.16, 1.56, -6.31], [-7.39, -0.37, -2.81], [-6.36, 0.65, -3.26], [-5.25, 0.72, -2.79], [-6.71, 1.37, -4.35], [-5.90, 2.44, -4.98], [-7.14, -1.23, -3.42], [-8.39, 0.04, -2.96], [-7.35, -0.71, -1.77], [-7.62, 1.18, -4.75], [-5.70, 2.28, -6.04], [-4.93, 2.33, -4.50], [-6.27, 3.43, -4.69], [5.23, -3.24, 1.73], [5.86, -1.95, 2.34], [6.67, -1.39, 1.65], [5.65, -1.66, 3.58], [6.35, -0.59, 4.29], [5.76, -4.13, 2.06], [5.20, -3.22, 0.64], [4.18, -3.35, 1.97], [4.92, -1.94, 4.21], [6.59, -0.84, 5.32], [5.59, 0.19, 4.37], [7.21, -0.24, 3.72], [-1.06, -3.65, 4.62], [-2.36, -3.04, 4.83], [-2.48, -1.84, 4.98], [-3.38, -3.88, 5.01], [-4.69, -3.48, 5.46], [-1.15, -4.68, 4.95], [-0.29, -3.22, 5.26], [-0.85, -3.66, 3.55], [-3.42, -4.75, 4.51], [-4.91, -4.08, 6.34], [-5.49, -3.79, 4.79], [-4.88, -2.42, 5.66], [2.47, -0.59, -3.99], [3.87, -0.23, -3.47], [4.04, -0.17, -2.30], [4.93, -0.15, -4.39], [6.17, 0.38, -3.94], [1.86, -0.98, -3.17], [2.49, -1.40, -4.72], [1.92, 0.32, -4.19], [4.63, -0.08, -5.35], [7.04, 0.43, -4.60], [6.55, -0.16, -3.07], [5.97, 1.42, -3.70], [-6.46, 4.52, 0.86], [-6.78, 3.07, 0.64], [-7.87, 2.70, 0.42], [-5.76, 2.20, 0.69], [-4.34, 2.48, 1.05], [-7.15, 4.86, 1.63], [-6.69, 5.16, 0.01], [-5.49, 4.91, 1.19], [-6.14, 1.29, 0.45], [-4.25, 3.00, 2.00], [-3.77, 2.94, 0.24], [-3.82, 1.53, 1.18], [1.61, 5.17, 7.97], [0.90, 3.96, 7.63], [0.99, 3.01, 8.38], [0.11, 3.98, 6.52], [-0.56, 2.79, 6.04], [0.95, 5.98, 8.28], [2.11, 5.51, 7.05], [2.30, 5.06, 8.80], [-0.03, 4.83, 6.00], [0.11, 1.98, 5.77], [-1.21, 2.98, 5.18], [-1.22, 2.42, 6.82], [-5.33, -0.14, 3.97], [-5.43, -1.31, 3.04], [-6.55, -1.57, 2.71], [-4.35, -1.91, 2.47], [-4.30, -2.87, 1.34], [-5.38, -0.40, 5.03], [-6.03, 0.67, 3.76], [-4.38, 0.35, 3.74], [-3.57, -1.70, 3.08], [-5.33, -3.17, 1.12], [-3.65, -3.69, 1.65], [-3.91, -2.42, 0.43], [2.31, -0.19, 5.38], [2.35, -0.57, 3.93], [2.60, -1.74, 3.71], [2.26, 0.30, 2.96], [1.85, 1.67, 3.19], [3.30, 0.02, 5.78], [1.99, -1.07, 5.93], [1.75, 0.67, 5.73], [2.58, 0.04, 2.04], [2.67, 2.34, 2.93], [1.41, 1.92, 4.16], [1.12, 1.79, 2.39], [2.11, -5.28, 0.12], [3.34, -5.83, -0.66], [4.54, -5.66, -0.29], [2.99, -6.66, -1.60], [3.98, -7.21, -2.59], [1.58, -4.50, -0.43], [2.34, -4.88, 1.11], [1.32, -6.02, 0.29], [2.06, -6.85, -1.94], [4.67, -6.46, -2.98], [3.31, -7.63, -3.34], [4.49, -8.04, -2.09], [-1.72, -3.57, -1.56], [-1.03, -5.07, -2.21], [-0.18, -4.84, -3.42], [1.28, -3.87, -2.96], [-1.82, -5.75, -2.52], [-0.58, -5.65, -1.40], [-0.81, -4.34, -4.16], [0.20, -5.74, -3.91], [-2.00, 5.37, 2.30], [-0.64, 6.01, 1.19], [0.38, 4.94, 0.98], [-0.23, 3.49, 0.00], [-0.25, 6.88, 1.71], [-1.00, 6.63, 0.37], [0.75, 4.74, 1.98], [1.16, 5.47, 0.43], [-1.18, -0.12, 1.86], [-1.15, -1.43, 0.69], [0.20, -1.20, -0.24], [0.15, 0.32, -1.08], [-1.93, -1.31, -0.06], [-1.33, -2.38, 1.20], [0.39, -2.08, -0.85], [1.04, -1.05, 0.45]]}



No. 7
{"formula": "C2H5BrS2", "method": "ωB97M-V with the def2-TZVPD basis set", "charge": 0, "homo_energy_ev": -9.373, "gap_ev": 9.137, "e_lumo_ev": -0.24, "species": ["C", "C", "S", "S", "Br", "H", "H", "H", "H", "H"], "positions_angstrom": [[1.89, 0.74, 0.26], [-1.76, -0.97, -0.89], [-2.41, -2.13, 0.23], [-1.79, 0.60, -0.38], [3.40, -0.59, -0.08], [1.31, 0.70, -0.59], [1.41, 0.31, 1.07], [2.22, 1.72, 0.50], [-2.92, -1.53, 1.42], [-1.35, 1.15, -1.53]]}



No. 8
{"formula": "C4H6N4", "method": "ωB97M-V with the def2-TZVPD basis set", "charge": 0, "homo_energy_ev": -9.029, "gap_ev": 9.316, "e_lumo_ev": 0.29, "species": ["C", "C", "C", "C", "H", "H", "H", "H", "H", "H", "N", "N", "N", "N"], "positions_angstrom": [[-1.29, -0.85, -0.51], [0.05, -0.21, -0.36], [1.95, 1.01, 0.06], [0.44, 0.92, 0.37], [-2.11, -0.14, -0.55], [-1.48, -1.88, -1.34], [-1.65, -1.30, 0.60], [1.16, -1.66, -1.37], [2.56, 1.80, 0.59], [-1.61, 0.15, 1.11], [1.22, -0.71, -0.84], [2.41, 0.05, -0.71], [-0.25, 1.64, 1.33], [-1.40, 1.17, 1.62]]}



No. 9
{"formula": "C5H7NO", "method": "ωB97M-V with the def2-TZVPD basis set", "charge": 0, "homo_energy_ev": -8.009, "gap_ev": 8.634, "e_lumo_ev": 0.62, "species": ["C", "C", "C", "C", "N", "C", "O", "H", "H", "H", "H", "H", "H", "H"], "positions_angstrom": [[1.13, 1.64, 0.23], [0.36, 0.38, 0.03], [0.82, -0.85, -0.46], [-0.20, -1.79, -0.44], [-1.32, -1.15, 0.00], [-0.97, 0.23, 0.56], [-1.69, 0.84, 1.34], [2.20, 1.49, 0.03], [1.01, 1.99, 1.27], [0.77, 2.44, -0.42], [-1.42, 0.02, -0.75], [1.80, -1.02, -0.88], [-0.25, -2.75, -0.94], [-2.21, -1.58, 0.23]]}



No. 10
{"formula": "C13H23ClNO4PV", "method": "ωB97M-V with the def2-TZVPD basis set", "charge": 2, "multiplicity": 2, "homo_energy_ev": [-13.946, -13.946], "gap_ev": [4.250, 4.122], "s_squared": 0.7544, "e_lumo_ev": [-9.70, -9.82], "species": ["C", "C", "C", "C", "C", "C", "C", "C", "N", "V", "C", "P", "H", "H", "H", "H", "H", "H", "H", "H", "C", "C", "H", "C", "C", "H", "H", "H", "H", "H", "H", "H", "H", "H", "H", "H", "H", "H", "H", "O", "Cl", "O", "O", "O"], "positions_angstrom": [[-2.44, 0.01, -2.84], [-2.15, -1.16, -2.13], [-1.47, -1.12, -0.89], [-1.11, 0.12, -0.36], [-1.28, 1.27, -1.12], [-2.00, 1.23, -2.32], [-1.15, -2.40, -0.19], [-0.30, -3.37, -1.07], [0.98, -2.90, -1.52], [-0.79, 0.42, 1.78], [-0.70, 2.57, -0.63], [0.38, 2.27, 0.81], [-2.48, -2.11, -2.53], [-2.23, 2.17, -2.83], [-2.98, -0.02, -3.78], [-1.49, 3.27, -0.31], [-0.09, 3.08, -1.40], [-0.67, -2.23, 0.78], [-2.10, -2.94, 0.03], [-0.10, -4.26, -0.44], [0.94, 3.88, 1.37], [1.83, 1.47, 0.09], [-0.90, -3.65, -1.95], [1.14, -2.32, -2.82], [2.17, -3.33, -0.85], [-1.23, 1.95, 2.85], [1.46, -3.08, -3.56], [0.21, -1.86, -3.16], [1.92, -1.55, -2.78], [2.55, -4.27, -1.26], [2.96, -2.57, -0.96], [1.95, -3.47, 0.22], [2.72, 1.79, 0.66], [1.75, 0.37, 0.14], [1.91, 1.79, -0.96], [0.43, 4.67, 0.81], [0.74, 3.98, 2.44], [2.03, 3.94, 1.20], [-0.79, 2.05, 3.43], [0.01, 2.56, 4.68], [0.14, 1.37, 5.75], [1.26, 1.74, 6.62], [-1.13, 1.34, 6.48], [0.10, -0.70, 2.53]]}